No. 1
Formula: C28H51N2O7
Source: the OMol25 dataset
Level of theory: ωB97M-V/def2-TZVPD

ORCA input file:
```
! RIJCOSX wB97M-V def2-TZVPD def2/J DEFGRID3
* xyz -1 1
H 1.8243 -2.2033 0.9178
H 4.3981 5.0803 -3.2902
C 4.4690 2.9327 -1.7632
H 2.0775 4.9977 2.0872
H 3.4884 3.2596 -2.1203
H 1.8834 0.3624 3.4047
H 4.3887 1.3449 -0.3062
H -6.7575 -3.4472 -2.1162
C -1.0342 2.8537 3.8772
H -6.5191 -3.1690 0.1404
C 0.9528 -2.8435 0.7515
H 1.2512 -2.5340 -1.8672
H -5.2486 -4.3550 -2.1741
C -3.0237 -2.9148 -4.1308
H 0.5852 0.8952 4.4711
H 3.4385 3.5428 5.2741
H 4.8417 2.1560 -2.4328
H 0.2365 3.5268 0.3127
H -0.7246 -4.5428 -1.7914
C -5.0006 -2.2673 -2.5974
H -5.5430 -5.2224 0.7415
C 0.5822 1.8347 2.4914
H -2.9616 -1.5826 -2.4247
H 0.6318 -4.8148 -0.0385
O -1.3620 3.2313 4.9206
C 1.2140 4.3281 2.1495
O 5.3948 4.0526 -1.8125
C 3.0378 2.8985 0.3215
O -2.5975 1.5150 0.0648
C -0.2661 -1.9651 0.3912
O 0.6219 1.3711 1.1720
H -3.1914 -3.2801 -2.0086
H -4.1768 -5.0016 -0.3608
H -5.4480 -2.1534 -3.5903
H 0.7523 -3.3179 1.7195
C 0.3932 4.4574 0.8473
H 2.3094 -4.3263 0.0004
H 1.1529 4.5034 5.5805
H 3.4286 4.4533 3.7633
H -0.5867 4.8902 1.0532
C -5.6992 -3.4109 -1.8461
H -4.1988 -4.1635 1.1800
H 3.0082 3.9919 0.2578
H -4.9488 -2.3938 -0.1004
H -1.7494 -4.2798 -5.1581
C -3.4786 -2.4966 -2.7202
H -0.2121 -0.4506 -1.1856
H -5.1773 -1.3296 -2.0650
C -0.4915 0.6216 0.6604
H -0.8897 -2.4851 -0.3461
C -4.8305 -4.4934 0.3521
C 0.0630 -4.2487 -2.4937
H -1.1111 0.2225 1.4671
C 4.8871 5.1940 -2.3091
N -0.7313 2.4290 2.7979
C 2.9450 2.4662 1.7822
C 0.8350 0.6614 3.4360
H 2.2080 2.4945 -0.2592
O 5.0069 6.2514 -1.7841
H 5.1949 2.8438 0.2412
H -0.6595 -2.3534 -3.2369
H 1.1817 -0.4454 -0.1242
H 0.4299 -5.1646 -2.9685
C 1.3012 -3.9682 -0.2262
C -1.3941 1.5024 -0.2459
C -5.5319 -3.2932 -0.3099
C -1.8807 -3.9289 -4.1289
O -0.8019 2.0424 -1.2112
H 3.8437 2.8257 2.2988
O 2.0380 2.9241 3.9816
H -3.8702 -3.3336 -4.6821
C 2.7801 3.9811 4.5106
C 1.2416 -3.6203 -1.7271
C 1.7033 2.9309 2.5639
H 0.1780 -3.3622 -4.4227
C 4.3515 2.4373 -0.3233
H 3.0032 1.3733 1.8121
H -2.1787 -4.8037 -3.5398
H 2.3998 5.5250 5.7855
H -0.8883 -1.8729 1.2845
C -0.5426 -3.3786 -3.6001
N 1.8892 4.9983 5.0834
H 0.6216 4.7097 2.9799
H 2.1632 -3.9881 -2.1884
C 0.0946 -0.5601 -0.1437
H -2.6825 -2.0172 -4.6568
H 0.8958 5.1381 0.1533
H 0.2255 -0.1889 3.1229
*
```

Calculated values
HOMO-LUMO gap in eV: 7.2

No. 2
Formula: C28H52AlO7S
Source: the OMol25 dataset
Level of theory: ωB97M-V/def2-TZVPD

ORCA input file:
```
! RIJCOSX wB97M-V def2-TZVPD def2/J DEFGRID3
* xyz -1 1
C -6.3833 2.8834 -0.5623
H 7.8445 4.7721 -0.3433
C -5.0122 -1.5661 1.3980
H 5.5702 3.8852 -0.1816
H -3.9669 -5.7265 1.1226
C -1.7030 -3.9401 1.8388
C -2.5772 -4.1685 3.0648
C -8.6498 3.5091 -0.3091
H -2.5457 -0.3466 -3.6775
C -0.8406 -0.7035 -2.4271
H 6.0900 5.1315 1.8263
C -1.8800 -3.2725 -2.1360
C 5.9932 1.4906 2.1975
S 4.3622 -2.9869 -2.7465
H -4.4537 -2.5026 1.3546
H -8.9166 1.3523 -0.2537
H -5.8337 3.5899 0.0692
H -4.7364 0.3961 2.2564
H 4.6215 5.9818 1.3111
H -3.7156 -6.0029 3.5206
C 7.0671 5.3672 -0.8288
O 6.4063 6.9116 0.8362
O -7.0111 1.9142 0.2813
H 4.9142 5.3202 -0.9766
H -0.6459 -4.1049 2.0735
H 6.0812 -0.4219 3.1937
H -1.9672 -6.2175 3.3712
H -8.7622 2.0851 1.3551
H 6.6735 2.3417 2.0546
H -3.4928 -0.7517 2.7748
H -2.4215 -0.7044 0.5991
H 1.9802 0.8606 -2.9794
H -8.5356 4.2949 0.4414
C -2.5270 -2.3352 -2.9335
H -2.2835 -4.2652 -2.0226
O 5.4118 1.1616 0.9397
H 3.7604 0.1062 -1.2605
H -5.6719 2.3784 -1.2155
H 6.7083 7.4925 -1.1153
C -0.1453 -1.6355 -1.6464
H 6.2300 0.0393 -0.5958
C -8.4187 2.1417 0.3210
H -5.9160 -1.7323 1.9850
H -0.4358 0.2894 -2.5460
H -3.4282 -2.6045 -3.4646
H -7.7646 3.0111 -2.2158
C 5.6367 5.7147 1.0173
O -4.1640 -0.3249 -0.4200
C -0.6970 -2.9091 -1.5054
Al 2.5486 -0.4267 -2.1751
H -9.6387 3.6062 -0.7556
H -3.0032 0.9682 0.6901
H 5.2226 -0.8559 0.5401
C 1.1621 -1.2945 -0.9832
C -5.3038 -1.0759 -0.0102
C -2.8292 -5.6720 2.9798
H 7.4127 -1.4189 1.3987
H -3.5190 -3.6269 2.9669
H 1.6030 -2.2346 -0.6527
H -2.6161 -6.8774 1.1623
C -2.9396 -5.8828 1.4734
O 4.0160 -4.2882 -3.2858
H 1.0043 -0.6771 -0.0995
C 5.9738 -0.0690 0.4561
C 7.1830 -0.3558 1.3380
C 5.6944 4.9611 -0.3021
H -1.8104 -2.9403 1.4153
H -5.4661 -1.8937 -0.7156
H -7.2467 4.5921 -1.6205
H 5.2053 1.7904 2.8915
H 8.1809 7.1444 -0.1878
H -0.1721 -3.6225 -0.8883
H 4.0371 -1.2073 -4.2025
H 7.5846 0.4997 3.3301
O 4.3284 -2.9040 -1.3032
H 7.1750 5.2527 -1.9063
C -4.1218 -0.4491 1.9368
C -7.5065 3.5786 -1.3189
O -2.0974 -4.9055 0.8647
C 7.1563 6.8185 -0.3759
H -2.0987 -3.8519 3.9907
H 5.6486 -2.6958 -3.0899
H 2.6815 -2.3023 -4.1194
C 3.3921 -1.7517 -3.5107
C 6.7541 0.2577 2.6658
H -6.1760 -0.4145 -0.0311
H 8.0666 0.1643 0.9557
C -2.0191 -1.0618 -3.0613
C -3.3146 -0.0772 0.6990
*
```

Calculated values
ΔE to the lowest compared entry with this formula, charge and spin in kJ/mol: 0.0
HOMO-LUMO gap in eV: 7.1

No. 3
Formula: C28H52Be2Cl3F3N2O10Si
Source: the OMol25 dataset
Level of theory: ωB97M-V/def2-TZVPD

ORCA input file:
```
! RIJCOSX wB97M-V def2-TZVPD def2/J DEFGRID3
* xyz 0 1
H 2.0946 -2.4017 -2.1283
H -11.0872 2.9028 6.5608
H -5.2665 3.3265 1.1947
C 5.0069 3.8665 -7.4904
H -5.2685 3.6943 5.5122
H -4.2430 1.0776 1.6565
C 0.9912 -3.7801 0.0723
H 1.1816 0.2108 -5.2037
F 8.4393 -3.4509 5.4430
C 1.0942 -2.9501 -2.4472
C -2.3307 3.0234 -0.4420
H 0.2035 -2.2109 -2.2358
C 6.0689 -4.6742 4.0250
H -12.5766 0.2624 6.9313
H -0.2031 -4.6535 -1.6652
C 5.6689 4.2839 -8.5832
H 0.0996 -3.2983 -4.4704
F 8.4370 -2.7173 7.4973
H -7.5447 2.8077 5.3387
H 1.8028 -4.2228 -4.3311
C -10.6852 0.9862 6.2530
H -10.1290 2.5172 5.2288
H -12.2622 3.3759 4.5462
H 5.9430 -5.4337 4.8018
C 5.4191 1.8104 -9.2926
H 1.6884 -5.1497 -1.7524
H 4.1896 -2.4596 -0.7779
H 2.0022 1.4916 -3.2945
O 6.5588 -2.1027 -7.2798
H 7.6275 5.1345 -5.8490
O 4.3853 0.2135 -7.9097
C 6.3724 -2.3490 6.2597
O 6.1215 5.4437 -8.8306
H -6.1147 2.0155 0.3532
O 3.8250 2.3634 -6.1578
C 7.6447 -3.2459 6.5209
F 7.2841 -4.4807 6.9773
O 6.3847 3.3657 -10.7335
H 2.2164 -4.2125 1.9459
C -6.8501 2.6276 4.5132
H 3.0840 -0.0593 -3.0395
C 5.2504 -3.4339 4.3277
H -11.4999 0.8861 8.2169
H 0.1772 -4.4100 0.6763
H -0.6758 -0.3357 -1.4694
C 1.1963 -0.4996 -4.2444
H -3.9645 0.8532 -0.0703
C -2.6746 2.3200 0.8609
H 0.6493 -2.6618 0.1131
H 5.5312 -2.5970 3.6793
O 5.2423 -3.0844 5.7083
H 1.9382 -1.9142 -5.9056
H 5.7715 -5.0990 3.0608
H -0.3772 1.1507 -2.5890
H 3.0702 -1.8047 -4.3689
C 5.8681 3.1879 -9.6258
H -6.1370 4.6737 4.3183
H 0.0787 -0.7666 -4.0232
O 7.1759 4.2981 -5.6606
C 2.4318 -4.0915 0.7912
H 5.6640 1.0867 -10.0616
O 1.4184 0.1665 -1.7120
H 7.1314 -4.4387 3.9522
H -1.8885 1.5947 1.0962
H 6.7381 4.4550 -4.8104
C 4.4745 2.5092 -7.1980
O 6.6231 -1.2628 5.5338
H -11.1808 -0.6951 7.4589
O -9.6528 0.5479 5.7885
H 6.0154 -2.1809 7.2858
H -6.4478 1.6153 4.6219
H 4.9543 -3.1150 1.3734
H -13.0544 2.0926 5.5087
C -4.0217 1.6078 0.7237
N -2.0454 3.6069 -1.5228
C 4.7684 1.3901 -8.1934
H -2.7097 3.0572 1.6702
C -5.1693 2.5637 0.4137
C 0.9240 -4.2904 -1.5187
N -10.9767 2.2772 5.7604
H 4.8078 4.5783 -6.6970
C 0.0232 0.6198 -1.6034
C 1.9638 0.3425 -3.0664
Si 3.7588 -2.7098 0.5938
C -5.7469 3.6730 4.5284
H -12.0553 1.6597 4.0693
Be 4.6654 0.1452 -3.7892
Cl -1.6571 3.9933 2.6374
Cl -4.4668 3.3188 3.3411
Cl -7.8088 2.6820 3.0126
C -12.1784 2.3490 4.9083
C -11.5442 0.3208 7.2831
H 3.3547 -1.4028 1.1469
H -0.1534 1.3138 -0.6650
Be -2.1528 -0.9080 -0.7291
H -5.0258 3.0696 -0.5463
H 6.0961 -1.4072 -7.7106
C 1.9429 -1.8823 -4.7130
H 2.8682 -5.0639 0.2917
H 4.2071 -3.6642 4.0833
C 1.2108 -3.2350 -4.0595
*
```

Calculated values
ΔE to the lowest compared entry with this formula, charge and spin in kJ/mol: 977.1
HOMO-LUMO gap in eV: 1.2